ORCA calculation (ωB97M-V with the def2-TZVPD basis set) on C44H66BCl3F6N10O7PRuS5 as an isolated structure.

Results
Spin multiplicity: 2
Relative energy (zero: lowest compared OMol25 entry of this formula, charge and spin), kJ/mol: 38.7
DFT total energy, Eh: -7222.5434
Expectation value of S²: 0.756
Molar mass, g/mol: 1370.61
HOMO energy (spin up / spin down), eV: -7.821 / -7.849

Geometry as XYZ:
```
144
Properties=species:S:1:pos:R:3:forces:R:3
Ru -0.347 0.091 -1.128 -0.568 -0.269 0.270
C -2.632 0.395 -6.066 0.000 -0.012 0.021
C -3.356 1.421 -5.194 0.006 0.003 -0.011
C -4.520 2.003 -5.992 0.009 -0.014 0.008
C -2.430 2.544 -4.759 -0.018 -0.091 0.002
N -3.895 0.758 -3.956 -0.030 -0.044 0.008
C -5.225 0.789 -3.585 -0.028 0.004 0.014
C -5.355 0.037 -2.477 0.017 0.015 -0.054
N -4.114 -0.467 -2.156 0.006 0.039 -0.066
B -4.018 -1.576 -1.076 0.023 -0.036 0.059
N -3.907 -0.984 0.360 -0.010 0.059 -0.039
C -4.669 -1.527 1.370 -0.004 -0.007 0.009
C -4.624 -0.696 2.425 -0.025 -0.024 -0.003
N -3.817 0.374 2.074 -0.015 -0.021 -0.020
C -3.362 0.159 0.804 0.043 -0.044 0.004
S -2.289 1.192 -0.066 0.118 0.075 -0.072
C -3.679 1.611 2.904 0.017 -0.004 0.003
C -2.219 1.832 3.288 0.030 0.002 -0.018
C -4.488 1.446 4.189 0.008 0.004 -0.004
C -4.242 2.801 2.128 -0.009 -0.002 0.005
N -3.017 -2.700 -1.408 -0.122 -0.010 -0.017
C -3.396 -3.706 -2.270 0.002 0.004 -0.029
C -2.423 -4.632 -2.271 0.005 0.039 -0.019
N -1.433 -4.202 -1.408 -0.067 -0.037 -0.020
C -1.811 -3.007 -0.901 0.113 0.013 0.010
S -0.956 -1.988 0.192 0.241 0.224 -0.180
C -0.257 -5.098 -1.144 0.038 -0.045 0.015
C 0.805 -4.465 -0.255 0.088 0.005 0.035
C -0.807 -6.343 -0.443 0.037 0.019 0.028
C 0.370 -5.463 -2.491 0.011 -0.027 -0.066
C -3.223 0.008 -3.047 0.026 -0.062 0.085
S -1.538 -0.409 -3.084 0.323 0.225 0.168
H -2.367 0.868 -7.011 0.016 -0.011 0.013
H -3.280 -0.460 -6.270 -0.014 0.005 0.005
H -1.708 0.045 -5.612 -0.029 0.003 -0.028
H -4.102 2.449 -6.893 0.001 0.008 0.000
H -5.041 2.792 -5.448 -0.012 -0.003 0.009
H -5.234 1.237 -6.300 0.010 -0.002 -0.002
H -1.980 3.011 -5.633 0.000 0.033 -0.049
H -1.620 2.138 -4.160 -0.121 -0.077 -0.123
H -2.980 3.296 -4.187 0.011 -0.013 0.005
H -5.969 1.323 -4.142 -0.011 0.013 -0.010
H -6.229 -0.212 -1.904 -0.003 0.003 0.004
H -5.099 -2.110 -1.096 -0.031 0.016 0.025
H -5.194 -2.455 1.237 -0.002 -0.002 0.002
H -5.105 -0.776 3.380 -0.001 -0.006 0.002
H -1.843 0.974 3.851 0.003 -0.007 -0.003
H -2.144 2.714 3.926 -0.002 0.004 0.008
H -1.602 1.992 2.406 -0.004 0.020 -0.004
H -4.123 0.619 4.800 0.000 -0.004 -0.004
H -5.550 1.306 3.989 -0.001 0.004 -0.001
H -4.379 2.360 4.770 0.002 0.002 0.002
H -3.693 2.975 1.205 0.007 0.003 0.003
H -4.175 3.696 2.748 -0.004 0.004 0.003
H -5.291 2.630 1.884 -0.001 -0.004 0.001
H -4.330 -3.673 -2.802 -0.001 -0.003 0.000
H -2.348 -5.555 -2.813 0.012 -0.014 -0.007
H 0.425 -4.238 0.739 0.023 -0.034 -0.010
H 1.216 -3.561 -0.696 -0.032 -0.102 0.040
H 1.607 -5.199 -0.159 0.009 -0.023 -0.001
H -1.286 -6.074 0.500 0.000 0.002 0.014
H 0.017 -7.024 -0.228 -0.003 0.002 -0.007
H -1.530 -6.877 -1.060 -0.014 0.007 -0.018
H 0.618 -4.562 -3.050 0.000 -0.155 0.052
H -0.283 -6.098 -3.090 -0.034 -0.041 -0.004
H 1.289 -6.020 -2.308 -0.003 -0.030 0.010
C 3.417 3.139 5.508 -0.015 0.016 -0.006
C 2.660 2.308 4.461 -0.017 -0.001 -0.013
C 3.326 2.588 3.106 0.011 -0.005 -0.013
C 1.214 2.813 4.406 -0.008 0.004 -0.006
C 2.730 0.781 4.829 -0.051 -0.003 0.033
O 4.030 0.267 4.583 0.022 0.036 -0.051
C 2.349 0.563 6.311 -0.007 0.007 -0.001
C 2.253 -0.882 6.827 -0.008 0.017 0.003
C 3.544 -1.660 6.767 0.009 -0.012 0.019
C 3.690 -2.768 5.944 -0.002 0.001 0.009
C 4.889 -3.462 5.876 0.002 0.000 0.000
C 5.956 -3.041 6.648 -0.002 0.003 0.005
Cl 7.465 -3.898 6.571 0.007 -0.004 0.000
C 5.835 -1.949 7.493 0.002 -0.002 -0.005
C 4.629 -1.270 7.548 -0.010 0.003 -0.004
C 1.785 -0.126 4.025 0.008 0.003 0.043
N 1.743 0.001 2.578 -0.030 -0.038 -0.015
C 0.651 0.156 1.832 -0.024 -0.128 -0.058
N 0.979 0.066 0.555 -0.054 0.332 0.026
C 2.324 -0.155 0.578 -0.040 -0.161 -0.021
N 2.816 -0.215 1.790 0.031 -0.051 0.006
H 3.464 4.176 5.173 0.001 0.002 -0.001
H 4.450 2.803 5.634 0.000 -0.007 -0.001
H 2.931 3.135 6.483 -0.002 -0.002 0.003
H 3.456 3.666 2.992 -0.004 0.004 -0.005
H 2.728 2.245 2.266 -0.014 -0.010 -0.013
H 4.299 2.108 3.030 0.002 0.010 0.000
H 1.206 3.848 4.057 0.004 0.008 0.029
H 0.726 2.795 5.382 -0.008 -0.027 -0.001
H 0.606 2.238 3.706 -0.008 0.019 -0.017
H 4.653 0.670 5.199 -0.006 -0.035 0.025
H 1.392 1.056 6.503 0.011 0.021 0.021
H 3.087 1.084 6.924 0.023 -0.014 -0.012
H 1.464 -1.435 6.315 0.013 -0.004 -0.012
H 1.935 -0.818 7.872 -0.017 -0.003 -0.008
H 2.857 -3.101 5.336 0.000 0.000 0.000
H 4.998 -4.319 5.225 0.001 0.001 -0.001
H 6.675 -1.643 8.102 0.001 0.000 0.000
H 4.534 -0.422 8.218 0.000 0.000 0.003
H 0.761 0.033 4.364 -0.009 -0.032 0.011
H 2.062 -1.156 4.244 0.034 0.021 -0.012
H -0.347 0.283 2.216 0.010 0.035 -0.005
H 2.907 -0.307 -0.311 0.076 -0.018 -0.124
Cl 2.872 -3.152 -4.496 0.245 -0.695 0.439
C 2.862 -1.819 -3.358 -0.019 -0.081 0.298
Cl 4.068 -2.121 -2.060 -0.042 0.052 0.116
C 1.485 -1.633 -2.687 0.172 0.117 -0.409
O 1.364 -0.443 -2.190 -0.248 -0.242 0.372
O 0.673 -2.535 -2.669 -0.013 0.437 0.124
H 3.184 -0.921 -3.878 0.061 -0.400 0.621
F 2.489 4.148 -4.803 -0.041 -0.093 -0.088
C 1.735 3.760 -5.840 0.038 0.166 0.067
F 0.644 4.545 -5.863 0.053 -0.115 0.015
F 2.417 3.958 -6.960 -0.040 -0.051 0.017
S 1.182 2.011 -5.647 -0.055 -0.251 0.050
O 0.634 1.970 -4.315 -0.085 0.166 -0.017
O 0.275 1.775 -6.737 0.073 0.090 -0.019
N 2.576 1.301 -5.737 0.089 -0.111 -0.140
S 2.657 -0.254 -6.028 -0.225 0.637 -0.677
O 1.541 -0.989 -5.501 -0.355 0.493 -0.424
O 3.989 -0.697 -5.752 0.182 0.249 -0.298
C 2.489 -0.396 -7.890 -0.026 -0.021 -0.131
F 3.378 -1.277 -8.355 -0.028 0.002 0.065
F 1.273 -0.819 -8.228 0.018 0.051 0.063
F 2.712 0.774 -8.490 0.033 -0.054 0.064
C -0.570 3.588 -2.126 0.024 -0.005 0.007
P 0.371 2.345 -1.197 0.108 0.018 -0.214
C 0.393 3.191 0.424 0.018 -0.012 -0.024
C 2.094 2.497 -1.735 -0.003 -0.039 -0.031
H 0.001 4.519 -2.120 -0.024 0.031 0.030
H -1.527 3.747 -1.628 -0.023 -0.033 -0.032
H -0.726 3.276 -3.151 0.134 0.106 0.172
H 0.952 4.120 0.300 -0.017 0.026 0.010
H 0.875 2.599 1.196 0.029 -0.002 -0.002
H -0.624 3.426 0.733 -0.007 -0.032 0.005
H 2.351 3.553 -1.837 0.010 0.015 -0.004
H 2.224 1.989 -2.689 -0.002 0.016 0.086
H 2.745 2.039 -0.990 -0.003 0.003 0.008
```
Forces are in eV/Å.